This record from OMol25 describes a cluster of 11 separate species, C69H146F15N6O14 in total. The level of theory is ωB97M-V/def2-TZVPD.

Positions of all 250 atoms, in Å:
C -6.677 -1.876 -2.963
C -6.784 -3.067 -1.956
C -5.409 -3.326 -1.269
C -5.557 -4.143 0.021
N -4.233 -4.322 0.714
C -4.268 -5.588 1.570
C -2.827 -6.009 1.837
C -2.074 -5.515 0.602
C -3.065 -4.666 -0.217
C -3.746 -3.080 1.463
C -4.602 -2.702 2.671
C -4.194 -1.375 3.354
H -6.183 -2.270 -3.851
H -6.049 -1.140 -2.463
H -7.637 -1.459 -3.252
H -7.135 -3.888 -2.582
H -7.570 -2.746 -1.270
H -4.959 -2.337 -1.146
H -4.844 -3.804 -2.070
H -5.957 -5.049 -0.434
H -6.211 -3.690 0.758
H -4.706 -5.282 2.517
H -4.802 -6.398 1.083
H -2.499 -5.605 2.793
H -2.722 -7.092 1.861
H -1.133 -5.042 0.883
H -1.769 -6.368 -0.002
H -2.621 -3.838 -0.763
H -3.526 -5.367 -0.914
H -3.769 -2.278 0.725
H -2.704 -3.299 1.694
H -4.393 -3.390 3.492
H -5.660 -2.636 2.431
H -3.479 -1.512 4.162
H -5.089 -0.879 3.723
H -3.741 -0.706 2.616
C 4.164 0.928 5.353
C 3.123 0.795 4.223
C 3.048 -0.680 3.773
C 2.993 -0.835 2.246
N 2.982 -2.316 1.790
C 4.463 -2.743 1.776
C 5.105 -2.236 0.478
C 3.958 -1.873 -0.451
C 2.707 -2.416 0.272
C 2.261 -3.278 2.673
C 0.773 -2.964 2.696
C -0.008 -3.774 3.672
H 3.805 0.540 6.307
H 4.441 1.980 5.441
H 5.083 0.355 5.217
H 3.220 1.499 3.391
H 2.158 1.139 4.609
H 2.173 -1.051 4.302
H 3.910 -1.269 4.085
H 3.894 -0.360 1.856
H 2.178 -0.374 1.685
H 4.530 -3.831 1.776
H 4.921 -2.385 2.695
H 5.801 -2.964 0.073
H 5.628 -1.303 0.695
H 4.038 -2.392 -1.406
H 3.909 -0.809 -0.678
H 2.673 -3.490 0.097
H 1.771 -1.915 0.045
H 2.656 -3.338 3.688
H 2.302 -4.180 2.057
H 0.375 -3.077 1.684
H 0.732 -1.930 3.049
H -0.998 -3.349 3.857
H 0.518 -3.891 4.622
H -0.194 -4.787 3.299
C 3.169 4.873 -4.142
C 2.258 5.938 -3.527
O 1.187 6.137 -3.989
N 2.711 6.700 -2.326
H 3.275 6.131 -1.684
H 3.378 7.410 -2.642
C 1.640 7.290 -1.460
H 2.603 4.282 -4.853
H 3.610 4.275 -3.344
H 3.953 5.432 -4.659
H 0.755 7.667 -1.965
H 1.937 8.032 -0.722
H 1.354 6.426 -0.858
C 1.903 0.252 -3.670
C 1.147 1.413 -3.036
N 0.583 1.270 -1.650
C 1.753 1.051 -0.721
C -0.445 2.301 -1.191
C 0.061 3.729 -1.200
C -0.248 -0.034 -1.577
C -1.145 -0.236 -0.371
O -0.400 -0.013 0.802
C -1.146 -0.234 2.007
H 2.739 -0.060 -3.038
H 2.156 0.567 -4.683
H 1.363 -0.684 -3.811
H 0.230 1.407 -3.640
H 1.606 2.397 -3.088
H 2.452 1.819 -1.054
H 2.171 0.054 -0.812
H 1.516 1.239 0.322
H -0.680 2.011 -0.174
H -1.216 2.190 -1.954
H -0.630 4.472 -0.801
H 0.417 4.201 -2.122
H 0.991 3.834 -0.624
H 0.360 -0.936 -1.720
H -0.788 -0.103 -2.527
H -1.726 -1.163 -0.441
H -1.967 0.482 -0.503
H -0.570 -0.082 2.915
H -1.521 -1.259 1.910
H -2.050 0.382 2.055
C -0.470 6.162 6.124
C -1.830 6.381 5.484
N -2.751 5.154 5.474
C -2.951 4.602 6.895
C -4.172 5.651 5.040
C -4.732 6.887 5.737
C -2.261 4.051 4.559
C -3.223 2.943 4.164
O -3.779 2.207 5.230
C -2.863 1.338 5.847
H 0.042 5.307 5.665
H -0.498 5.821 7.158
H 0.232 6.966 5.915
H -1.689 6.699 4.448
H -2.404 7.168 5.965
H -1.952 4.424 7.287
H -3.434 3.637 6.790
H -3.497 5.305 7.514
H -4.852 4.811 4.940
H -3.935 5.949 4.009
H -4.710 6.779 6.829
H -5.819 6.801 5.672
H -4.317 7.853 5.479
H -1.301 3.632 4.854
H -2.097 4.662 3.660
H -2.741 2.192 3.522
H -3.985 3.327 3.484
H -2.642 0.578 5.087
H -3.262 0.893 6.758
H -1.923 1.784 6.193
C 1.109 -3.207 -6.785
C 2.292 -2.369 -7.304
N 3.674 -2.750 -6.698
C 3.452 -2.619 -5.201
C 3.981 -4.238 -6.901
C 5.186 -4.806 -6.162
C 4.821 -1.895 -7.155
C 4.895 -1.570 -8.624
O 4.780 -2.689 -9.464
C 4.795 -2.324 -10.837
H 0.948 -2.880 -5.759
H 1.193 -4.271 -6.979
H 0.168 -2.938 -7.269
H 2.231 -1.304 -7.080
H 2.490 -2.406 -8.376
H 2.745 -3.322 -4.760
H 3.152 -1.630 -4.849
H 4.378 -2.756 -4.637
H 4.152 -4.226 -7.979
H 3.107 -4.854 -6.705
H 5.383 -5.757 -6.657
H 4.952 -5.084 -5.134
H 6.032 -4.126 -6.168
H 5.712 -2.309 -6.690
H 4.731 -0.929 -6.652
H 5.925 -1.188 -8.671
H 4.274 -0.703 -8.865
H 5.522 -1.550 -11.105
H 3.822 -1.934 -11.140
H 5.109 -3.170 -11.445
C -3.334 2.088 -4.745
O -2.143 1.304 -4.937
O -3.898 2.206 -5.973
C -4.191 1.631 -3.552
F -3.535 1.151 -2.449
F -5.060 2.527 -3.044
F -4.944 0.571 -3.973
C -2.348 -0.091 -5.213
C -0.972 -0.671 -5.557
H -0.410 -0.014 -6.224
H -0.410 -0.863 -4.643
H -1.028 -1.640 -6.057
H -2.885 -0.277 -6.141
H -2.708 -0.661 -4.355
H -2.915 3.057 -4.413
C 0.652 -4.308 -2.495
O 1.383 -5.530 -2.723
O 1.463 -3.229 -2.513
C -0.798 -4.326 -2.984
F -0.811 -4.158 -4.349
F -1.521 -5.389 -2.601
F -1.483 -3.230 -2.574
C 1.382 -6.079 -4.030
C 2.461 -7.088 -4.164
H 2.440 -7.780 -3.320
H 2.371 -7.589 -5.130
H 3.481 -6.694 -4.139
H 1.470 -5.357 -4.856
H 0.382 -6.485 -4.223
H 0.367 -4.445 -1.426
C 3.491 -3.245 7.100
O 2.469 -2.417 6.438
O 4.444 -3.336 6.168
C 3.933 -2.663 8.480
F 4.563 -1.498 8.291
F 2.911 -2.475 9.326
F 4.867 -3.460 9.046
C 1.336 -1.918 7.139
C 0.274 -1.348 6.209
H -0.640 -0.943 6.651
H 0.522 -0.502 5.556
H 0.005 -2.129 5.492
H 1.757 -1.185 7.836
H 0.839 -2.601 7.838
H 3.022 -4.231 7.242
C -3.675 5.970 0.950
O -3.754 4.553 0.981
O -2.671 6.291 1.797
C -3.446 6.461 -0.551
F -4.632 6.695 -1.174
F -2.754 7.607 -0.741
F -2.870 5.449 -1.212
C -4.940 3.887 0.579
C -4.570 2.397 0.572
H -5.293 1.721 0.112
H -3.709 2.195 -0.076
H -4.175 2.039 1.526
H -5.324 4.256 -0.375
H -5.757 4.108 1.278
H -4.626 6.464 1.206
C 3.871 4.067 0.783
O 2.707 3.643 1.534
O 3.537 4.826 -0.276
C 4.958 4.592 1.757
F 4.869 4.080 3.005
F 6.166 4.295 1.274
F 4.859 5.936 1.899
C 1.999 4.540 2.310
C 0.759 3.888 2.843
H 0.181 3.576 1.963
H 0.917 2.951 3.384
H 0.130 4.606 3.363
H 1.657 5.447 1.793
H 2.567 4.927 3.168
H 4.333 3.151 0.395

The charge is +1. The value obtained for the HOMO-LUMO gap is 0.1919 hartree. The calculation puts the calculated total energy at -152267.381 eV. The spin multiplicity is 1.

Here are the Löwdin charges for atoms 1 to 99, given in e:
1. C -0.09
2. C -0.24
3. C -0.18
4. C -0.09
5. N -0.20
6. C -0.08
7. C -0.14
8. C -0.14
9. C -0.10
10. C -0.10
11. C -0.19
12. C -0.07
13. H 0.08
14. H 0.05
15. H 0.08
16. H 0.11
17. H 0.11
18. H 0.10
19. H 0.12
20. H 0.14
21. H 0.13
22. H 0.12
23. H 0.14
24. H 0.10
25. H 0.13
26. H 0.10
27. H 0.12
28. H 0.11
29. H 0.13
30. H 0.12
31. H 0.12
32. H 0.11
33. H 0.11
34. H 0.07
35. H 0.09
36. H 0.05
37. C -0.07
38. C -0.22
39. C -0.16
40. C -0.07
41. N -0.18
42. C -0.08
43. C -0.14
44. C -0.15
45. C -0.08
46. C -0.10
47. C -0.24
48. C -0.10
49. H 0.07
50. H 0.07
51. H 0.08
52. H 0.09
53. H 0.08
54. H 0.07
55. H 0.11
56. H 0.13
57. H 0.11
58. H 0.14
59. H 0.14
60. H 0.12
61. H 0.11
62. H 0.11
63. H 0.09
64. H 0.13
65. H 0.10
66. H 0.14
67. H 0.14
68. H 0.11
69. H 0.08
70. H 0.07
71. H 0.09
72. H 0.07
73. C 0.03
74. C -0.40
75. O 0.18
76. N 0.10
77. H 0.11
78. H 0.19
79. C 0.02
80. H 0.09
81. H 0.08
82. H 0.10
83. H 0.10
84. H 0.11
85. H 0.08
86. C -0.07
87. C -0.14
88. N -0.20
89. C 0.02
90. C -0.11
91. C -0.04
92. C -0.07
93. C -0.20
94. O -0.19
95. C -0.06
96. H 0.07
97. H 0.09
98. H 0.04
99. H 0.12